{"formula": "C7H11NO", "method": "wB97M-V/def2-TZVPD", "species": ["H", "H", "C", "C", "H", "H", "H", "H", "H", "H", "H", "O", "C", "C", "H", "C", "C", "C", "H", "N"], "xyz": [[-0.74051, 1.73258, -1.60086], [3.13045, -1.07896, 0.46710], [-1.93828, -1.29205, -1.06742], [0.74162, -0.52891, -1.04097], [2.77126, 0.44278, 1.31015], [-2.38900, -1.40458, -2.05440], [-1.15841, 2.08315, 1.11095], [0.91418, -0.97197, -2.00315], [2.06472, -1.06739, 1.89757], [0.40081, 2.22161, 0.26606], [-2.72671, -1.18308, -0.32011], [-0.76557, -0.58481, 1.58797], [-0.13984, 1.69646, 1.05348], [1.15819, -0.31520, 0.15723], [-1.37233, -2.18812, -0.80644], [-1.06127, -0.06842, -1.04351], [-0.21503, 0.19774, 0.79886], [2.35765, -0.51990, 0.99753], [0.37667, 1.86170, 2.00025], [-1.40860, 0.96739, -1.71031]], "mulliken_charge": [0.29, 0.37, -1.32, -0.68, 0.30, 0.41, 0.36, 0.42, 0.32, 0.40, 0.30, -0.64, -1.58, 0.53, 0.32, 0.67, 1.23, -1.37, 0.40, -0.73], "e_above_lowest_ev": 4.528, "energy_ha": -403.16755, "lumo_energy_ev": -0.57, "homo_ev": -8.63, "homo_lumo_gap_ev": 8.06}

---

{"formula": "C7H11NO", "method": "wB97M-V/def2-TZVPD", "species": ["H", "C", "H", "H", "C", "H", "H", "C", "C", "C", "H", "O", "H", "C", "H", "C", "H", "H", "N", "H"], "xyz": [[-1.34245, 1.09789, -2.40527], [0.33528, 0.15259, -1.52422], [-2.41787, -0.54151, 1.99114], [1.26809, -1.14314, 2.32781], [0.46131, -0.14320, -0.18253], [0.29073, 2.03580, -0.32715], [2.70872, -0.61074, 0.08163], [0.94682, 1.24668, -0.70900], [1.76037, -0.82073, 0.53617], [-1.32365, -0.65288, 1.71502], [1.67150, -1.90419, 0.14850], [1.92627, -0.69622, 1.89236], [-2.84636, 0.00116, -0.49370], [-0.87202, -0.24895, 0.53599], [-0.72185, -1.19740, 2.38892], [-1.76403, 0.45873, -0.46107], [0.76819, -0.31086, -2.44250], [-1.66985, 1.57504, -0.32074], [-1.13749, 0.22739, -1.83565], [1.95829, 1.47452, -0.91571]], "mulliken_charge": [0.28, -0.30, 0.26, 0.30, 1.30, 0.13, 0.46, -0.91, -0.95, -1.15, 0.27, -0.46, 0.32, 0.47, 0.20, -0.58, 0.32, 0.26, -0.55, 0.33], "e_above_lowest_ev": 4.080, "energy_ha": -403.18404, "lumo_energy_ev": 0.91, "homo_ev": -8.75, "homo_lumo_gap_ev": 9.67}

---

{"formula": "C7H11NO", "method": "wB97M-V/def2-TZVPD", "species": ["H", "N", "C", "H", "H", "C", "H", "C", "H", "C", "C", "H", "C", "H", "H", "C", "O", "H", "H", "H"], "xyz": [[-1.42585, -0.15232, -2.39247], [1.83354, 1.64126, -0.18184], [-0.45138, -0.24255, -1.90926], [-1.53654, 1.59168, -0.47375], [-1.24475, 0.21400, 2.24585], [1.27966, -0.62882, 0.80857], [-1.90731, 1.88648, 1.88908], [2.03403, 0.41012, -0.05621], [-0.99747, -1.78250, 1.15868], [-0.62911, -0.37391, -0.41923], [-0.71026, -1.62765, 0.13126], [0.07874, -1.09758, -2.32929], [-1.48931, 0.96462, 1.51360], [1.18393, 2.03370, 0.50287], [2.73850, -0.08098, -0.71710], [-1.27499, 0.79414, 0.20937], [1.20637, -0.06019, 1.91602], [0.09892, 0.67013, -2.14316], [1.65981, -1.65594, 0.68927], [-0.44654, -2.50369, -0.44226]], "mulliken_charge": [0.39, -0.59, -1.63, 0.32, 0.21, 0.25, 0.28, -0.32, 0.33, 1.14, -1.12, 0.41, -0.79, 0.32, 0.38, -0.20, -0.54, 0.39, 0.38, 0.41], "e_above_lowest_ev": 4.313, "energy_ha": -403.17546, "lumo_energy_ev": 0.21, "homo_ev": -8.80, "homo_lumo_gap_ev": 9.02}

---

{"formula": "C7H11NO2", "method": "wB97M-V/def2-TZVPD", "species": ["O", "H", "C", "H", "H", "H", "H", "C", "C", "C", "H", "C", "C", "H", "N", "H", "H", "H", "C", "O", "H"], "xyz": [[2.52585, -0.55169, -0.09144], [2.17001, -2.22132, -0.31591], [-1.26621, 0.58795, -0.10361], [0.50125, 2.34742, 0.14879], [-3.34101, -0.24637, 1.33215], [-2.17577, -0.74337, -1.55504], [1.45048, 1.02412, 1.90092], [1.59182, -1.43197, -0.39984], [-2.18110, -0.47843, -0.48187], [-3.19895, -0.85879, 0.25719], [-0.34577, -2.07617, 0.26244], [0.33332, -1.20959, 0.58448], [2.20858, 0.94805, -0.36028], [1.66024, 0.83739, -1.33640], [-0.08510, 0.17475, 0.37993], [1.01657, -1.56815, -1.24040], [-3.83031, -1.66283, -0.19776], [1.10421, -1.27181, 1.29136], [1.08420, 1.22733, 0.56200], [-1.52383, 1.80522, -0.32314], [2.93961, 1.62222, 0.01851]], "mulliken_charge": [-0.47, 0.50, 0.64, 0.30, 0.20, 0.33, 0.29, -0.82, -0.40, -0.54, 0.33, -0.66, -0.58, 0.37, 0.06, 0.48, 0.29, 0.50, -0.52, -0.69, 0.38], "e_above_lowest_ev": 7.451, "energy_ha": -478.32298, "lumo_energy_ev": 0.78, "homo_ev": -8.66, "homo_lumo_gap_ev": 9.44}

---

{"formula": "C7H11NO2", "method": "wB97M-V/def2-TZVPD", "species": ["H", "H", "H", "C", "H", "C", "H", "C", "H", "C", "H", "O", "C", "H", "O", "H", "C", "H", "N", "C", "H"], "xyz": [[1.16191, -0.99505, -1.77619], [1.79820, 0.85490, 1.42180], [0.59924, 0.52813, -2.39861], [-1.52842, 1.81438, -0.63282], [-1.85944, 0.39391, 2.12541], [-1.18055, 0.06966, 1.37807], [-2.53680, 1.92079, -0.25446], [0.48631, -0.15698, -1.63571], [-0.45166, -0.61667, -1.71871], [-0.58937, 1.19854, 0.38977], [1.64858, -3.41107, 0.95836], [-0.32020, -3.00438, 0.01130], [0.64385, 0.49164, -0.22230], [-1.25223, 2.90208, -0.82789], [1.32102, -2.35953, 1.26157], [-0.20904, 1.96288, 1.17620], [-0.69956, -1.14918, 1.31709], [-1.43870, 1.23406, -1.65014], [0.02292, -2.09901, 0.71697], [1.75379, 0.38643, 0.42004], [2.63016, 0.03447, -0.05975]], "mulliken_charge": [0.41, 0.22, 0.50, -1.10, 0.42, -0.59, 0.35, -1.97, 0.55, 0.39, 0.38, -0.72, 0.60, 0.27, -0.52, 0.34, -0.11, 0.25, 0.87, -0.91, 0.35], "e_above_lowest_ev": 8.244, "energy_ha": -478.29382, "lumo_energy_ev": [0.50, 0.50], "homo_ev": [-8.72, -8.72], "homo_lumo_gap_ev": [9.23, 9.23]}

---

{"formula": "C7H11NO2S", "method": "wB97M-V/def2-TZVPD", "species": ["N", "C", "H", "O", "C", "H", "H", "C", "H", "C", "H", "H", "H", "S", "C", "C", "H", "C", "O", "H", "H", "H"], "xyz": [[0.94903, 2.08087, 0.43622], [0.62492, 2.38850, -0.81047], [1.19041, -1.84733, -0.88842], [2.03482, 2.00513, 0.89049], [0.59397, -2.29342, -0.10612], [1.59467, -1.34278, 1.66528], [0.42991, -3.32319, -0.37465], [-0.83464, -1.62250, -0.09055], [-1.53437, -2.12104, -0.73321], [-0.80942, 2.63704, -1.08028], [-1.01708, 3.36181, -1.83902], [-0.61895, 0.20687, -1.41312], [2.13866, -2.92631, 1.14592], [-1.32306, 0.84948, 0.67830], [-0.65669, -0.14805, -0.47880], [-1.82878, 2.14774, -0.40954], [-1.18699, -1.65474, 0.97524], [1.25382, -2.31761, 1.26831], [-0.12164, 1.99719, 1.23264], [1.40969, 2.25946, -1.54354], [-2.88004, 2.40510, -0.58183], [0.59176, -2.74223, 2.05717]], "mulliken_charge": [0.87, -0.58, 0.37, -0.70, -0.43, 0.27, 0.33, -0.73, 0.38, -0.35, 0.40, 0.76, 0.35, -0.02, -0.48, -0.34, 0.33, -1.15, -0.39, 0.39, 0.40, 0.31], "e_above_lowest_ev": 6.328, "energy_ha": -876.49300, "lumo_energy_ev": 0.12, "homo_ev": -8.08, "homo_lumo_gap_ev": 8.20}